[1]
ORCA calculation (ωB97M-V/def2-TZVPD) on a molecular structure, C27H33N7O2PRe.

Calculated values
Highest occupied orbital energy (spin up / spin down), eV: -16.4 / -16.6
Relative energy (zero: lowest compared OMol25 entry of this formula, charge and spin), kJ/mol: 97.59
Net charge: +3
Orbital gap (spin up / spin down), eV: 6.23 / 5.69
2S+1: 4

Positions of all 71 atoms, in Å:
Re1 11.290 12.644 8.999
O1 9.852 16.261 7.260
C1 10.016 15.221 7.886
N1 11.222 14.549 8.293
C2 12.444 15.179 8.000
O2 12.710 16.353 7.875
C3 13.537 14.189 7.919
C4 14.865 14.510 7.665
C5 15.878 13.587 7.761
C6 15.505 12.284 8.060
C7 14.169 11.981 8.174
N2 13.217 12.927 8.287
C8 8.955 14.269 8.308
C9 7.613 14.694 8.238
C10 6.662 13.923 8.797
C11 6.959 12.562 9.108
C12 8.295 12.206 9.087
N3 9.311 13.067 8.768
H1 15.020 15.554 7.390
H2 16.920 13.897 7.726
H3 16.256 11.503 8.264
H4 13.815 10.947 8.291
H5 7.482 15.630 7.761
H6 5.634 14.277 8.979
H7 6.190 11.878 9.456
H8 8.639 11.214 9.388
C13 13.044 14.599 13.681
N4 11.708 15.016 13.285
C14 10.663 14.298 13.955
N5 10.837 12.886 13.839
C15 12.137 12.479 14.324
N6 13.219 13.144 13.584
C16 13.314 12.763 12.182
P1 11.683 13.114 11.247
C17 11.577 14.900 11.829
C18 10.414 12.415 12.532
H9 13.246 14.963 14.711
H10 13.723 15.111 13.037
H11 9.695 14.556 13.466
H12 10.678 14.526 15.058
H13 12.258 11.397 14.192
H14 12.321 12.766 15.401
H15 13.496 11.647 12.141
H16 14.188 13.319 11.680
H17 10.727 15.492 11.484
H18 12.442 15.352 11.325
H19 10.357 11.315 12.464
H20 9.416 12.768 12.284
C19 13.040 7.158 10.165
N7 11.869 7.958 10.711
C20 10.576 7.283 10.791
C21 11.733 9.375 10.059
C22 11.191 9.447 8.638
C23 10.959 8.337 7.783
C24 10.460 8.509 6.468
C25 10.300 9.797 6.016
C26 10.509 10.906 6.845
C27 10.953 10.721 8.153
H21 13.082 6.220 10.717
H22 13.944 7.757 10.269
H23 12.861 6.953 9.132
H24 12.125 8.230 11.703
H25 10.113 7.375 9.796
H26 9.969 7.740 11.581
H27 10.750 6.251 11.027
H28 12.707 9.840 10.156
H29 11.013 9.909 10.656
H30 11.128 7.370 8.156
H31 10.220 7.629 5.881
H32 9.876 9.986 5.028
H33 10.390 11.921 6.452

Forces on atoms 1 to 3 (eV/Å):
0.13 0.28 -1.94
0.62 -2.74 1.81
0.53 0.77 -0.83

Charges in e, computed with Löwdin, in the same order as the atoms: number 1, Re, carries 1.442; number 2, O, carries 0.192; number 3, C, carries -0.344; number 4, N, carries -0.048; number 5, C, carries -0.413; number 6, O, carries 0.190; number 7, C, carries -0.159; number 8, C, carries 0.057; number 9, C, carries 0.030; number 10, C, carries -0.002; number 11, C, carries -0.090; number 12, N, carries -0.090; number 13, C, carries -0.163; number 14, C, carries 0.057; number 15, C, carries 0.028; number 16, C, carries 0.031; number 17, C, carries -0.086; number 18, N, carries -0.107; number 19, H, carries 0.152; number 20, H, carries 0.148; number 21, H, carries 0.143; number 22, H, carries 0.117; number 23, H, carries 0.137; number 24, H, carries 0.152; number 25, H, carries 0.135; number 26, H, carries 0.116; number 27, C, carries -0.155; number 28, N, carries -0.118; number 29, C, carries -0.182; number 30, N, carries -0.152; number 31, C, carries -0.142; number 32, N, carries -0.130; number 33, C, carries -0.273; number 34, P, carries 0.903; number 35, C, carries -0.273; number 36, C, carries -0.249; number 37, H, carries 0.161; number 38, H, carries 0.123; number 39, H, carries 0.150; number 40, H, carries 0.170; number 41, H, carries 0.133; number 42, H, carries 0.169; number 43, H, carries 0.098; number 44, H, carries 0.132; number 45, H, carries 0.111; number 46, H, carries 0.097; number 47, H, carries 0.083; number 48, H, carries 0.094; number 49, C, carries 0.057; number 50, N, carries -0.170; number 51, C, carries 0.014; number 52, C, carries -0.082; number 53, C, carries -0.242; number 54, C, carries -0.010; number 55, C, carries -0.003; number 56, C, carries -0.040; number 57, C, carries -0.102; number 58, C, carries -0.312; number 59, H, carries 0.122; number 60, H, carries 0.114; number 61, H, carries 0.087; number 62, H, carries 0.201; number 63, H, carries 0.100; number 64, H, carries 0.126; number 65, H, carries 0.114; number 66, H, carries 0.106; number 67, H, carries 0.090; number 68, H, carries 0.078; number 69, H, carries 0.134; number 70, H, carries 0.133; number 71, H, carries 0.110

---

[2]
ORCA calculation (ωB97M-V/def2-TZVPD) on a molecular structure, C27H34AuN4O5S.

Calculated values
Highest occupied orbital energy, eV: -5.2
Relative energy (zero: lowest compared OMol25 entry of this formula, charge and spin), kJ/mol: 0.00
Net charge: -1
Orbital gap, eV: 7.41
2S+1: 1

Positions of all 72 atoms, in Å:
Au1 0.290 0.372 0.964
C1 5.276 -2.955 2.152
C2 4.606 -1.656 2.475
C3 4.555 -1.140 3.762
C4 3.875 0.052 3.926
N1 3.270 0.684 2.929
C5 3.348 0.099 1.728
S1 2.480 0.872 0.384
N2 4.017 -1.022 1.463
H1 5.782 -3.373 3.021
H2 6.001 -2.807 1.350
H3 4.510 -3.649 1.801
H4 5.016 -1.651 4.596
H5 3.805 0.522 4.903
O1 1.878 -3.190 2.225
C6 1.270 -2.318 1.626
O2 0.805 -1.241 2.183
C7 0.973 -2.505 0.148
C8 2.012 -2.653 -0.761
C9 1.743 -2.795 -2.116
C10 0.435 -2.831 -2.572
C11 -0.582 -2.722 -1.642
C12 -0.346 -2.535 -0.293
N3 -1.975 -2.842 -2.100
O3 -2.191 -2.819 -3.296
O4 -2.839 -2.959 -1.251
H6 3.029 -2.601 -0.394
H7 2.557 -2.873 -2.825
H8 0.194 -2.943 -3.619
H9 -1.172 -2.402 0.390
C13 0.777 1.323 -4.979
C14 -0.187 1.249 -3.824
C15 -1.497 0.828 -4.011
C16 -2.390 0.730 -2.948
C17 -3.802 0.256 -3.178
C18 -1.960 1.063 -1.668
C19 -0.661 1.534 -1.457
C20 0.213 1.604 -2.542
N4 -0.109 1.949 -0.205
C21 -0.735 3.138 0.436
C22 -2.258 3.126 0.606
C23 -0.328 4.322 -0.452
C24 -0.098 3.325 1.813
H10 0.321 0.946 -5.895
H11 1.673 0.734 -4.777
H12 1.098 2.352 -5.159
H13 -1.827 0.539 -5.004
H14 -3.977 0.056 -4.235
H15 -4.522 1.008 -2.849
H16 -4.001 -0.662 -2.623
H17 -2.605 0.908 -0.815
H18 1.218 1.958 -2.337
H19 -2.771 3.078 -0.352
H20 -2.571 4.051 1.099
H21 -2.566 2.272 1.210
H22 -0.752 4.223 -1.454
H23 0.759 4.351 -0.542
H24 -0.683 5.263 -0.022
H25 -0.416 2.536 2.499
H26 -0.412 4.283 2.236
H27 0.989 3.297 1.742
C25 -1.958 -0.196 3.595
C26 -2.131 -0.845 2.227
C27 -3.592 -1.157 1.926
O5 -1.683 0.003 1.205
H28 -2.333 -0.841 4.395
H29 -2.504 0.752 3.621
H30 -0.901 0.001 3.783
H31 -1.573 -1.793 2.242
H32 -4.172 -0.230 1.910
H33 -4.018 -1.824 2.680
H34 -3.678 -1.632 0.947

Forces on atoms 1 to 3 (eV/Å):
-0.05 -0.11 0.07
0.01 0.06 -0.06
0.01 0.07 0.14

Charges in e, computed with Löwdin, in the same order as the atoms: number 1, Au, carries 1.106; number 2, C, carries -0.034; number 3, C, carries -0.343; number 4, C, carries -0.022; number 5, C, carries -0.136; number 6, N, carries 0.060; number 7, C, carries -0.780; number 8, S, carries 0.611; number 9, N, carries 0.100; number 10, H, carries 0.070; number 11, H, carries 0.079; number 12, H, carries 0.075; number 13, H, carries 0.101; number 14, H, carries 0.103; number 15, O, carries 0.058; number 16, C, carries -0.612; number 17, O, carries -0.183; number 18, C, carries -0.142; number 19, C, carries -0.019; number 20, C, carries -0.053; number 21, C, carries -0.007; number 22, C, carries -0.135; number 23, C, carries 0.048; number 24, N, carries -0.340; number 25, O, carries 0.059; number 26, O, carries 0.065; number 27, H, carries 0.104; number 28, H, carries 0.103; number 29, H, carries 0.114; number 30, H, carries 0.105; number 31, C, carries -0.059; number 32, C, carries -0.273; number 33, C, carries -0.027; number 34, C, carries -0.266; number 35, C, carries -0.051; number 36, C, carries -0.004; number 37, C, carries -0.303; number 38, C, carries -0.005; number 39, N, carries -0.193; number 40, C, carries -0.629; number 41, C, carries -0.055; number 42, C, carries -0.051; number 43, C, carries -0.077; number 44, H, carries 0.067; number 45, H, carries 0.075; number 46, H, carries 0.075; number 47, H, carries 0.108; number 48, H, carries 0.071; number 49, H, carries 0.076; number 50, H, carries 0.066; number 51, H, carries 0.101; number 52, H, carries 0.109; number 53, H, carries 0.068; number 54, H, carries 0.079; number 55, H, carries 0.064; number 56, H, carries 0.078; number 57, H, carries 0.083; number 58, H, carries 0.076; number 59, H, carries 0.060; number 60, H, carries 0.080; number 61, H, carries 0.064; number 62, C, carries -0.069; number 63, C, carries -0.591; number 64, C, carries -0.055; number 65, O, carries -0.366; number 66, H, carries 0.073; number 67, H, carries 0.074; number 68, H, carries 0.060; number 69, H, carries 0.106; number 70, H, carries 0.076; number 71, H, carries 0.074; number 72, H, carries 0.059